Here is the molecule C4H5N3 from the OMol25 dataset. Energies are from ωB97M-V/def2-TZVPD.

Computed properties:
Highest occupied orbital energy, eV: -9.453
DFT total energy, eV: -8697.567
SMILES: N#C[C@H]1CN=CN1
Relative energy (zero: lowest compared OMol25 entry of this formula, charge and spin), kcal/mol: 51.8
Maximum force, eV Å⁻¹: 2.5
Gap between HOMO and LUMO, eV: 10.163

Each atom is followed by the atoms it is bonded to, with distances in Å.
Cartesian coordinates (Å):
1 N -1.5397 1.1243 -2.2955  C2 1.157
2 C -0.7466 0.6458 -1.6026  N1 1.157, C3 1.475
3 C 0.2926 0.0782 -0.7225  C2 1.475, C4 1.551, N7 1.466, H8 1.094
4 C 0.4419 0.9077 0.5796  C3 1.551, N5 1.436, H9 1.100, H10 1.083
5 N -0.2512 0.1728 1.5995  C4 1.436, C6 1.272
6 C -0.3724 -1.0204 1.1749  N5 1.272, N7 1.403, H11 1.078
7 N -0.0243 -1.2405 -0.1667  C3 1.466, C6 1.403, H12 1.014
8 H 1.2274 0.0309 -1.2889  C3 1.094
9 H 1.4943 0.8920 0.8978  C4 1.100
10 H 0.0869 1.9298 0.5339  C4 1.083
11 H -0.1818 -1.5769 2.0787  C6 1.078
12 H -0.4247 -1.9407 -0.7809  N7 1.014